{"formula": "C8H6N2O5Pr", "method": "ωB97M-V/def2-TZVPD", "symbols": ["O", "C", "Pr", "O", "C", "C", "O", "C", "O", "C", "O", "C", "N", "C", "C", "N", "H", "H", "H", "H", "H", "H"], "coordinates": [[-0.0004, -0.0009, -5.6955], [-0.0016, -0.0018, -4.5578], [0.0059, 0.0018, 0.4422], [2.2927, -2.9269, -0.3962], [1.5769, -2.0120, -0.1933], [-1.5767, 2.0124, -0.1926], [-2.2926, 2.9239, -0.3953], [-2.0158, -1.5786, -0.1884], [-2.9213, -2.2877, -0.3879], [2.0136, 1.5769, -0.1849], [2.9345, 2.2982, -0.3900], [0.7133, 1.1142, 6.0484], [0.0206, 0.0231, 5.2881], [-0.7145, -1.0841, 6.0342], [-0.0188, -0.0161, 3.9864], [-0.0204, -0.0151, 2.7815], [0.6427, 1.0028, 7.1271], [0.3209, 2.0223, 5.6454], [1.7036, 1.1281, 5.6507], [-1.7317, -1.1418, 5.6572], [-0.3489, -2.0380, 5.6696], [-0.6641, -0.9971, 7.1178]], "forces_ev_per_angstrom": [[-0.0037, -0.0026, 2.4838], [0.0046, 0.0032, -2.3261], [-0.1006, 0.0041, 2.0402], [-4.6565, 5.9397, 1.2808], [5.2393, -6.6372, -1.5006], [-5.0455, 6.4342, -1.4616], [4.5171, -5.7587, 1.2452], [-5.7963, -4.5048, -1.3840], [5.0980, 3.9886, 1.0995], [7.2501, 5.6458, -1.7718], [-6.4771, -5.0675, 1.4317], [0.1269, 0.1284, -1.4745], [-0.8959, -1.1450, -1.4807], [-0.3940, -0.6472, -1.3338], [0.3829, 0.5049, 1.1111], [-0.0940, -0.1522, 0.6319], [-0.1380, -0.1886, -0.2627], [-0.7081, 0.8485, 0.5211], [1.1063, -0.2576, 0.5144], [-0.3738, 0.6673, 0.4597], [0.7508, -0.1381, 0.4577], [0.2078, 0.3348, -0.2812]], "lowdin_charge": [0.062, -0.020, 1.317, 0.216, 0.057, 0.056, 0.218, 0.050, 0.223, 0.065, 0.211, 0.066, -0.087, 0.060, -0.131, -0.010, 0.125, 0.099, 0.098, 0.103, 0.102, 0.120], "homo_lumo_gap_ev": [5.897, 6.406], "fmax_ev_per_a": 9.36, "multiplicity": 3, "mol_weight_g_mol": 351.05, "total_charge": 3}

=====

{"formula": "C8H6N2S", "method": "ωB97M-V/def2-TZVPD", "symbols": ["C", "C", "C", "C", "C", "C", "C", "C", "N", "N", "S", "H", "H", "H", "H", "H", "H"], "coordinates": [[1.9106, -0.8608, -0.8941], [1.8961, 1.2225, 0.2399], [-2.4135, 0.1573, -1.0773], [-1.1308, -0.3708, -1.1827], [-2.5401, 1.1946, -0.2341], [-0.3129, 0.1656, -0.2528], [1.2087, -0.9606, 1.7339], [1.1601, 0.0238, 0.0267], [2.4060, -1.4795, -1.6939], [2.7125, 1.9840, 0.5213], [-1.0976, 1.5249, 0.6139], [-3.1191, -0.1513, -1.7260], [-0.8412, -0.9626, -1.9291], [-3.3928, 1.6947, 0.0544], [1.3874, -0.1274, 2.3786], [0.1702, -1.4116, 1.7143], [1.9967, -1.6427, 1.7070]], "forces_ev_per_angstrom": [[-2.2316, 2.3010, 1.9952], [1.3713, 0.5130, 0.6762], [0.8844, 1.0917, 0.5540], [0.0835, 2.0098, 3.0377], [1.1993, -0.6741, 0.4662], [1.0299, 2.0517, 0.6699], [-2.4421, 2.0513, -3.2179], [-0.5563, -3.5120, 1.8711], [1.4113, -1.8033, -1.8874], [-0.5084, 0.2422, -0.1778], [0.5263, -1.4968, -0.6126], [-2.6467, -0.9077, -1.8097], [1.1884, -2.6906, -2.5957], [-1.7373, 1.0574, 0.2656], [-0.2266, 0.1967, 0.6684], [1.4560, 0.6325, 0.3129], [1.1988, -1.0627, -0.2161]], "lowdin_charge": [-0.196, -0.250, -0.174, -0.095, -0.398, -0.457, 0.118, -0.356, 0.185, 0.200, 1.055, 0.076, 0.083, 0.043, 0.045, 0.089, 0.031], "homo_lumo_gap_ev": 9.422, "fmax_ev_per_a": 4.53, "mol_weight_g_mol": 162.22, "total_charge": 0}

=====

{"formula": "C8H6N5O2", "method": "ωB97M-V/def2-TZVPD", "symbols": ["O", "C", "O", "N", "N", "N", "N", "C", "N", "C", "C", "C", "C", "C", "C", "H", "H", "H", "H", "H", "H"], "coordinates": [[3.5053, 2.1271, 0.6823], [4.0798, 1.7409, -0.2688], [4.5211, 2.0343, -1.3219], [4.2373, -0.0286, -0.1168], [5.2231, -0.8327, -0.4939], [4.9646, -2.0249, -0.1078], [3.8144, -2.1044, 0.5180], [3.3969, -0.8414, 0.5067], [2.0091, -0.3935, 1.4281], [0.8323, -0.2731, 0.7127], [0.0720, 0.8984, 0.7941], [-1.0247, 1.1378, -0.0573], [-1.4912, 0.2336, -0.8815], [-0.8034, -1.0385, -0.9642], [0.3847, -1.3021, -0.2413], [2.4364, 0.4060, 1.9721], [0.1375, 1.7239, 1.4462], [-1.3702, 2.1089, 0.1343], [-2.2525, 0.5040, -1.5999], [-1.1929, -1.8880, -1.6521], [0.9333, -2.1580, -0.2849]], "forces_ev_per_angstrom": [[-0.9338, 0.5630, 2.1361], [0.2010, -0.7919, -1.2395], [0.8370, 0.4914, -1.1973], [-0.9384, -0.5330, 0.9896], [1.0795, 0.9499, -0.7734], [1.1707, -1.2162, -0.7390], [-1.2616, 1.1974, 0.6156], [-4.2299, 0.0703, 2.9316], [5.3759, -1.0608, -1.3401], [-0.4847, 0.7502, -1.5026], [-0.9469, -1.1187, -1.0445], [2.2575, 0.7079, 3.0096], [-0.2002, -3.3870, -2.7524], [0.2919, -0.9495, -0.4239], [-2.4942, 4.5399, 1.2355], [-1.5644, -0.7926, -1.2567], [1.4175, 0.4269, 1.0805], [-1.2080, 1.1761, -0.5239], [-0.3051, -0.3846, 0.0410], [0.6577, 1.7373, 1.1290], [1.2784, -2.3760, -0.3753]], "lowdin_charge": [0.066, -0.657, 0.074, 0.012, -0.032, -0.124, 0.005, -0.274, 0.094, -0.289, -0.037, -0.152, -0.145, -0.078, -0.007, 0.113, 0.088, 0.084, 0.088, 0.115, 0.057], "homo_lumo_gap_ev": 8.609, "fmax_ev_per_a": 5.64, "mol_weight_g_mol": 204.17, "total_charge": -1}

=====

{"formula": "C8H6NO5Ru", "method": "ωB97M-V/def2-TZVPD", "symbols": ["O", "C", "Ru", "O", "C", "C", "O", "C", "O", "C", "O", "H", "C", "C", "C", "N", "H", "H", "H", "H", "H"], "coordinates": [[-0.8440, 4.3498, -2.8378], [-0.6918, 3.3375, -2.3124], [-0.1289, -1.0338, 0.0489], [-1.8529, 1.1732, 1.3175], [-1.2042, 0.3435, 0.8333], [-0.4201, -2.9342, 0.3722], [-0.6147, -4.0642, 0.5390], [1.5820, -0.6179, -0.6791], [2.6030, -0.3581, -1.1644], [-0.9908, -1.0611, -1.6424], [-1.5085, -1.0847, -2.6800], [-0.4680, 1.7264, -1.4381], [0.8928, -1.1140, 5.5233], [0.5217, -2.0966, 4.3996], [0.6417, -1.5134, 3.0805], [0.8042, -1.0012, 2.0437], [1.9494, -0.8365, 5.4560], [0.7233, -1.5585, 6.5078], [0.2857, -0.2052, 5.4561], [1.1695, -2.9854, 4.4392], [-0.5187, -2.4356, 4.5212]], "forces_ev_per_angstrom": [[0.5728, -3.8243, 1.9799], [-0.5509, 3.7348, -1.9305], [0.7199, -0.7084, 1.9211], [2.7002, -3.4191, -1.9524], [-4.7377, 5.7930, 2.7539], [-1.6174, -7.0042, 0.5193], [0.9665, 4.9433, -0.5982], [7.4176, 2.1027, -3.6954], [-4.5447, -1.2039, 2.2222], [-3.0654, 0.0843, -6.1315], [2.3461, 0.0194, 4.7610], [-0.0971, 0.0303, -0.1545], [2.3537, -0.2752, 1.9470], [-2.0811, 1.0264, -2.6103], [0.5995, -0.2357, 0.4644], [-0.7594, -1.1293, -0.0465], [0.0936, -0.4794, -0.0173], [-0.0455, 0.3101, 0.2651], [-1.3714, 0.1309, -0.3253], [1.1590, -0.1575, 0.5608], [-0.0582, 0.2618, 0.0671]], "lowdin_charge": [0.154, 0.063, 1.026, 0.249, -0.151, -0.077, 0.273, -0.112, 0.278, -0.153, 0.279, 0.090, 0.089, -0.040, -0.002, 0.188, 0.139, 0.145, 0.173, 0.215, 0.176], "homo_lumo_gap_ev": [4.852, 3.346], "fmax_ev_per_a": 8.55, "multiplicity": 5, "mol_weight_g_mol": 297.21, "total_charge": 3}

=====

{"formula": "C8H6O2", "method": "ωB97M-V/def2-TZVPD", "symbols": ["O", "C", "C", "C", "C", "C", "C", "C", "C", "O", "H", "H", "H", "H", "H", "H"], "coordinates": [[-0.9451, -0.0011, -2.5201], [-1.3404, -0.0346, -1.3506], [-0.6177, 0.2855, -0.1136], [-1.2356, 0.9730, 0.9025], [-0.4957, 1.2887, 2.0023], [0.8580, 0.9476, 2.1979], [1.3576, 0.0798, 1.2792], [0.6892, -0.1050, 0.0685], [1.2227, -1.1422, -0.9078], [0.5383, -2.0943, -1.2954], [-2.4534, -0.4039, -1.1531], [-2.2718, 1.3418, 0.8204], [-0.8064, 1.8227, 3.0133], [1.3295, 1.2496, 3.1237], [2.4630, -0.1415, 1.4075], [2.3650, -0.8624, -1.1585]], "forces_ev_per_angstrom": [[-0.4671, 0.3126, 2.9143], [-2.0781, -1.0605, -2.7671], [0.3858, 0.2603, -0.3216], [-1.3615, 0.9319, 0.3142], [0.8937, 1.8853, 4.4958], [-2.2680, -0.4701, -0.0945], [3.3743, 0.9788, -0.9710], [0.2152, -2.3218, -0.2781], [0.4085, -0.4970, -0.3816], [2.3746, 2.3570, 0.8380], [1.7671, 0.7861, -0.2714], [0.5404, -0.4378, -0.0012], [-0.5326, -0.7509, -2.7499], [0.2553, -0.1576, -0.2099], [-1.4779, -0.4705, -0.4953], [-2.0298, -1.3456, -0.0207]], "lowdin_charge": [0.050, -0.199, -0.180, -0.042, -0.082, -0.082, -0.046, -0.147, -0.176, 0.055, 0.162, 0.132, 0.147, 0.107, 0.140, 0.162], "homo_lumo_gap_ev": 9.706, "fmax_ev_per_a": 4.96, "mol_weight_g_mol": 134.13, "total_charge": 0}